Density functional theory data (wB97M-V/def2-TZVPD) for C4H6BrNO3S2 as an isolated structure at a distorted geometry.

Summary:
Energy above the lowest of the compared OMol25 structures with the same formula, charge and spin in kcal per mole: 0.0
E_LUMO in eV: 0.23
Kohn-Sham gap in eV: 10.33

```
! wB97M-V def2-TZVPD RIJCOSX def2/J DEFGRID3
* xyz 0 1
C -1.4442 -1.9532 0.3020
C -1.1871 1.5805 -0.7847
C 1.3142 -1.8426 0.5312
C 2.0324 -0.7320 -0.3758
N -2.4270 -1.6328 0.7951
O 1.0038 0.8198 1.4878
O 1.4575 2.0060 -0.6301
O -0.4051 0.4675 -0.5017
S -0.0222 -2.5627 -0.4829
S 1.0350 0.8345 0.0658
Br 3.7695 -0.3718 0.0128
H -1.3117 2.0641 0.2676
H -2.1021 1.3712 -1.3515
H -0.5277 2.3203 -1.1803
H 0.9826 -1.3743 1.5058
H 1.9356 -2.6707 0.9178
H 2.0270 -0.7484 -1.4739
*
```


Density functional theory data (wB97M-V/def2-TZVPD) for C28H56BN4P2Ti as an isolated structure.

Summary:
⟨S²⟩: 0.769
Energy above the lowest of the compared OMol25 structures with the same formula, charge and spin in kcal per mole: 85.2
E_LUMO (alpha / beta) in eV: -6.33 / -7.44
Kohn-Sham gap (alpha / beta) in eV: 6.92 / 5.79

```
! wB97M-V def2-TZVPD RIJCOSX def2/J DEFGRID3
* xyz 2 2
Ti 1.2120 -0.2400 -0.0627
C -1.4341 2.2597 0.5341
C -2.3910 1.5257 -0.4044
C -3.2614 0.6006 0.4543
C -3.2544 2.5890 -1.0962
P -1.3595 0.4766 -1.5698
C -0.6625 1.6833 -2.8177
N 0.5277 2.2278 -2.1877
B 1.3258 1.4111 -1.3507
N 1.9482 2.2076 -0.3720
C 2.1845 1.4740 0.8674
P -0.0411 -0.9043 2.2068
C 0.0718 -0.0850 3.8797
C -0.7823 -0.7993 4.9331
C 1.5471 -0.0607 4.3126
C -0.4409 1.3536 3.7645
C -0.0351 -2.7665 2.2951
C -1.4087 -3.3169 2.7101
C 1.0712 -3.3327 3.1916
C 0.2446 -3.2087 0.8624
C 1.5534 3.5364 -0.6058
C 1.8452 4.6991 0.0911
C 1.2735 5.8759 -0.3621
C 0.4457 5.8906 -1.4876
C 0.1583 4.7335 -2.1938
C 0.7116 3.5459 -1.7352
C -2.4877 -0.6770 -2.5509
C -1.7693 -1.2069 -3.8053
C -2.8681 -1.8879 -1.6914
C -3.7627 0.0237 -3.0344
H -2.0155 2.7718 1.3034
H -0.8455 3.0151 0.0255
H -0.7684 1.5621 1.0500
H -3.7010 1.1942 1.2575
H -2.6746 -0.1971 0.9186
H -4.0809 0.1480 -0.0982
H -3.9132 3.0331 -0.3483
H -3.8844 2.2011 -1.8923
H -2.6431 3.3975 -1.4961
H -1.3768 2.4673 -3.0689
H -0.4025 1.1721 -3.7436
H 3.2394 1.4165 1.1562
H 1.6275 1.9256 1.6941
H -0.4053 -1.7867 5.1835
H -1.8249 -0.8852 4.6285
H -0.7571 -0.2024 5.8466
H 1.9799 -1.0556 4.3891
H 1.6045 0.3961 5.3034
H 2.1587 0.5407 3.6378
H -1.4952 1.3868 3.4910
H 0.1222 1.9495 3.0486
H -0.3339 1.8299 4.7407
H -1.6186 -3.1484 3.7601
H -1.4215 -4.3947 2.5391
H -2.2187 -2.8811 2.1227
H 0.9054 -3.1246 4.2445
H 2.0606 -2.9516 2.9230
H 1.0966 -4.4182 3.0729
H -0.4982 -2.8134 0.1673
H 0.2161 -4.2983 0.7911
H 1.2518 -2.9120 0.5402
H 2.5020 4.6872 0.9496
H 1.4814 6.8024 0.1528
H 0.0268 6.8291 -1.8212
H -0.4737 4.7608 -3.0707
H -0.9035 -1.8310 -3.5833
H -1.4701 -0.4263 -4.4998
H -2.4726 -1.8452 -4.3416
H -1.9896 -2.4097 -1.3060
H -3.4162 -2.6014 -2.3077
H -3.5019 -1.6278 -0.8453
H -3.5431 0.8741 -3.6802
H -4.3982 0.3605 -2.2202
H -4.3431 -0.6874 -3.6246
N 3.2939 -1.0102 0.2062
C 4.0536 -1.9874 -0.6280
C 3.9925 -1.5956 -2.1039
C 3.1727 -2.5684 -2.9469
C 1.8212 -2.8997 -2.3400
N 1.0953 -1.6777 -1.8941
H 3.8101 -0.1296 0.1856
H 3.3541 -1.2951 1.1878
H 3.6281 -2.9742 -0.4480
H 5.0826 -2.0171 -0.2661
H 4.9972 -1.5164 -2.5170
H 3.5684 -0.5864 -2.1797
H 3.7163 -3.5066 -3.0716
H 3.0428 -2.1617 -3.9520
H 1.9163 -3.5600 -1.4790
H 1.2104 -3.4317 -3.0747
H 0.1120 -1.9247 -1.7764
H 1.0894 -1.0089 -2.6664
*
```


Density functional theory data (wB97M-V/def2-TZVPD) for H4O2 as an isolated structure at a distorted geometry.

Summary:
Energy above the lowest of the compared OMol25 structures with the same formula, charge and spin in kcal per mole: 68.5
E_LUMO in eV: 0.28
Kohn-Sham gap in eV: 10.97

```
! wB97M-V def2-TZVPD RIJCOSX def2/J DEFGRID3
* xyz 0 1
H -0.8869 2.0136 0.9961
H 0.4615 0.5673 0.7215
H -0.6643 -1.1171 -1.1804
H 0.7406 -2.3387 -0.8947
O 0.0152 1.5494 0.4445
O 0.0284 -1.4400 -0.3998
*
```


Density functional theory data (wB97M-V/def2-TZVPD) for one molecule with the formula C4H7NO at a distorted geometry.

Summary:
SMILES string: CCOCC#N
Energy above the lowest of the compared OMol25 structures with the same formula, charge and spin in kcal per mole: 40.2
E_LUMO in eV: 0.86
Kohn-Sham gap in eV: 11.63

```
! wB97M-V def2-TZVPD RIJCOSX def2/J DEFGRID3
* xyz 0 1
C -1.5269 -0.0867 -0.3558
C -0.3629 -1.0578 -0.0179
O 0.6199 -0.5422 0.8736
C 1.0812 0.7054 0.4661
C 1.8329 0.6603 -0.8129
N 2.3439 0.6266 -1.8500
H -1.6104 0.7899 0.3017
H -1.4512 0.2996 -1.3791
H -2.4765 -0.6150 -0.2601
H 0.1331 -1.3613 -0.9494
H -0.7199 -1.9630 0.4775
H 1.7023 1.1216 1.2606
H 0.2296 1.3705 0.2951
*
```


Density functional theory data (wB97M-V/def2-TZVPD) for one molecule with the formula C5H12O at a distorted geometry.

Summary:
SMILES string: CC(C)CCO
Energy above the lowest of the compared OMol25 structures with the same formula, charge and spin in kcal per mole: 14.8
E_LUMO in eV: 0.97
Kohn-Sham gap in eV: 11.24

```
! wB97M-V def2-TZVPD RIJCOSX def2/J DEFGRID3
* xyz 0 1
C -0.9867 0.3900 -1.5966
O -0.7727 -0.9189 -2.1495
C 0.1707 0.8044 -0.6955
C 0.5164 -0.2081 0.4064
C 1.5981 0.2719 1.3333
C -0.6331 -0.7784 1.2365
H -1.1378 1.1095 -2.4019
H -1.8896 0.2667 -0.9760
H -1.5089 -1.1238 -2.7375
H 1.0419 0.9776 -1.3228
H -0.1623 1.6802 -0.1241
H 0.9320 -1.0906 -0.1138
H 2.3445 0.9180 0.8217
H 2.1467 -0.5075 1.8760
H 1.2439 1.0236 2.0525
H -0.4051 -1.7730 1.6615
H -0.9566 -0.1716 2.1047
H -1.5414 -0.8701 0.6252
*
```


Density functional theory data (wB97M-V/def2-TZVPD) for one molecule with the formula C17H13Cl3N4O3S at a distorted geometry.

Summary:
SMILES string: O=S(=O)(CC1CC1)c1nnc(-c2cnc(Oc3cc(Cl)cc(Cl)c3)c(Cl)c2)[nH]1
Energy above the lowest of the compared OMol25 structures with the same formula, charge and spin in kcal per mole: 66.7
E_LUMO in eV: -0.76
Kohn-Sham gap in eV: 8.32

```
! wB97M-V def2-TZVPD RIJCOSX def2/J DEFGRID3
* xyz 0 1
O -3.0442 1.0459 -3.4619
O -1.2012 1.4475 -5.0049
Cl -0.0873 -4.0262 2.0487
Cl 6.2746 -3.9754 6.5826
Cl 4.3879 0.9906 6.2578
N 0.9538 1.7716 -0.9390
N 0.3509 2.3961 -1.9485
N 2.5565 -1.0641 1.7588
O 2.4851 -2.9925 3.2911
C 0.4090 0.5925 -0.6727
C -0.6380 1.6395 -2.4189
C 2.0712 -0.1449 0.8948
C 2.0269 -2.2330 2.2300
C 5.1753 -1.5318 6.2647
C 4.3123 -3.3758 4.7544
C 3.4960 -1.1672 4.7290
C 0.1856 -1.7493 0.5422
C 0.7288 -2.5393 1.6062
C 5.2521 -2.9384 5.7188
C 4.3447 -0.6919 5.6867
C 3.4324 -2.4534 4.2321
C 0.8124 -0.4310 0.2568
N -0.5685 0.4503 -1.5683
C -3.6141 5.3810 -2.5841
C -3.5499 4.0011 -1.7703
C -2.4232 4.3912 -2.6366
C -2.3556 3.5955 -3.9331
S -1.8421 1.9112 -3.7352
H 2.5790 0.8359 0.6174
H 5.7714 -1.2635 7.0865
H 4.2747 -4.4313 4.4243
H 2.9381 -0.4442 4.2583
H -0.7116 -2.2030 0.1583
H -0.9554 -0.4505 -1.7447
H -4.3564 5.4968 -3.3367
H -3.5939 6.3211 -1.9113
H -3.3379 4.0186 -0.6920
H -4.1923 3.1749 -2.0524
H -1.4651 4.7180 -2.1970
H -1.7715 4.1368 -4.7047
H -3.4143 3.4868 -4.3911
*
```